A single C16H22N2O molecule. Source: OMol25; level of theory: ωB97M-V/def2-TZVPD.

Results
- SMILES = Cc1cc(OCCCn2ccnc2)cc(C(C)C)c1
- charge = 0
- molar mass (g mol⁻¹) = 258.365
- total energy (eV) = -21976.897
- frontier orbital gap (eV) = 9.231
- relative energy (zero: lowest compared OMol25 entry of this formula, charge and spin) (kcal per mole) = 33.8

Atoms and positions in Å:
1 C -3.117659 -2.977971 -0.975000
2 C -2.105029 -1.886118 -1.147825
3 C -1.210713 -1.580163 -0.139384
4 C -0.267909 -0.568284 -0.309836
5 O 0.562785 -0.353528 0.754293
6 C 1.542228 0.656454 0.661627
7 C 2.312743 0.678250 1.977360
8 C 1.396432 1.059977 3.145561
9 N 2.100223 1.027236 4.396618
10 C 2.346187 -0.078576 5.161114
11 C 3.102299 0.349424 6.213333
12 N 3.329332 1.684503 6.108393
13 C 2.724405 2.056948 5.015472
14 C -0.228259 0.137875 -1.503301
15 C -1.122863 -0.160229 -2.525444
16 C -1.067642 0.617578 -3.818544
17 C -0.751984 -0.306394 -4.996448
18 C -2.377981 1.370920 -4.056252
19 C -2.052865 -1.169132 -2.338016
20 H -2.925075 -3.785012 -1.681261
21 H -4.120788 -2.600464 -1.167455
22 H -3.084532 -3.384743 0.032061
23 H -1.222455 -2.116573 0.796758
24 H 1.068217 1.633134 0.486525
25 H 2.231207 0.446057 -0.168100
26 H 2.728765 -0.314059 2.158888
27 H 3.135703 1.390793 1.901365
28 H 1.002102 2.069112 2.994024
29 H 0.559459 0.357670 3.183179
30 H 1.963754 -1.044069 4.900714
31 H 3.493904 -0.213285 7.036636
32 H 2.702581 3.060706 4.639135
33 H 0.494072 0.924958 -1.657274
34 H -0.261192 1.355522 -3.740577
35 H -1.544813 -1.036273 -5.137664
36 H 0.178503 -0.841304 -4.819198
37 H -0.650723 0.272222 -5.912136
38 H -3.205485 0.676849 -4.177729
39 H -2.598420 2.022600 -3.213565
40 H -2.304867 1.978965 -4.955388
41 H -2.753645 -1.411577 -3.122660

Force components x, y, z for each atom (eV/Å):
C 0.0 0.0 0.0
C 0.1 0.1 0.1
C 0.1 0.1 0.0
C -0.1 -0.1 0.0
O -0.2 -0.2 0.0
C 0.4 0.2 0.0
C -0.5 0.0 -0.2
C 0.0 -0.1 -0.6
N 0.0 0.1 0.3
C 0.0 -0.3 0.2
C -0.1 -0.2 -0.1
N 0.3 0.5 0.3
C 0.0 0.1 0.0
C 0.2 0.1 0.2
C 0.0 0.0 0.0
C -0.1 0.0 -0.1
C 0.1 0.2 0.1
C 0.3 0.0 0.1
C 0.1 0.1 0.0
H 0.0 -0.1 0.0
H -0.1 0.0 0.0
H 0.0 -0.1 0.1
H 0.0 -0.1 0.1
H 0.0 -0.1 -0.1
H -0.1 0.1 0.0
H 0.1 0.0 0.0
H 0.0 0.0 0.0
H 0.0 -0.1 0.0
H 0.0 0.2 0.1
H -0.1 -0.2 -0.1
H 0.0 -0.2 0.1
H -0.1 0.2 -0.2
H 0.1 0.1 0.0
H 0.0 -0.1 0.1
H -0.1 -0.1 0.0
H 0.1 -0.1 0.0
H 0.0 0.0 -0.1
H -0.1 -0.1 0.0
H -0.1 0.1 0.0
H 0.0 0.1 -0.1
H -0.1 0.0 -0.1